Version P
{"formula": "H3OPS", "method": "ωB97M-V/def2-TZVPD", "homo_ev": -10.139, "spin_multiplicity": 1, "gap_ev": 10.644, "smiles": "O=[PH2]S", "symbols": ["S", "P", "O", "H", "H", "H"], "xyz": [[1.6865, 0.4328, -0.7496], [-0.0896, -0.0074, 0.0943], [0.2487, -1.2607, 0.7086], [1.7196, -0.5667, 0.3261], [-0.5955, 0.9240, 1.0514], [-1.1043, -0.3692, -0.8215]]}

---

Version Q
{"formula": "H3OPS", "method": "ωB97M-V/def2-TZVPD", "homo_ev": -9.004, "spin_multiplicity": 1, "gap_ev": 9.448, "smiles": "OPS", "symbols": ["S", "P", "O", "H", "H", "H"], "xyz": [[-0.7609, -1.4824, 0.1666], [0.7495, 0.2394, 0.0589], [-0.1703, 1.2716, -0.8370], [-1.2792, -0.9888, 1.3491], [-1.0125, 1.5991, -0.4643], [1.7654, 0.0249, -0.9827]]}

---

Most stable = version Q

---

Version P
{"formula": "C2H6N3O2", "method": "ωB97M-V/def2-TZVPD", "homo_ev": [-13.313, -13.313], "spin_multiplicity": 1, "gap_ev": [5.096, 5.096], "total_charge": 1, "symbols": ["O", "O", "N", "N", "N", "C", "C", "H", "H", "H", "H", "H", "H"], "xyz": [[-3.6294, -0.9709, 0.1186], [-1.1619, 0.1496, 0.1576], [-3.5949, 0.0741, 0.4491], [0.9889, -0.1851, -0.5756], [0.2096, 1.9259, 0.0685], [1.1168, -1.5055, -0.0551], [-0.0446, 0.6106, -0.0720], [1.2953, -1.3208, 1.1245], [0.2271, -2.0775, -0.1890], [1.9068, 0.3457, -0.5076], [1.0727, 2.4731, -0.2161], [2.1924, -1.9329, -0.4377], [-0.5788, 2.4137, 0.1348]]}

---

Version Q
{"formula": "C2H6N3O2", "method": "ωB97M-V/def2-TZVPD", "homo_ev": -15.055, "spin_multiplicity": 1, "gap_ev": 11.787, "total_charge": 1, "symbols": ["O", "O", "N", "N", "N", "C", "C", "H", "H", "H", "H", "H", "H"], "xyz": [[1.9398, -3.6904, -2.2880], [-0.1930, 0.2346, -2.1644], [0.3933, -0.4025, -1.0167], [0.3777, -0.5222, 1.3061], [-1.1296, 0.8848, 0.1188], [1.7458, -2.8650, -1.5698], [-0.1807, -0.0319, 0.1209], [-1.5821, 0.8467, -0.7904], [0.6033, 0.2878, -2.7157], [1.3445, -0.7675, 1.1999], [-1.3901, 1.3590, 0.9305], [0.8617, -1.3180, -0.9878], [0.2083, -0.0228, 2.1679]]}

---

Version R
{"formula": "C2H6N3O2", "method": "ωB97M-V/def2-TZVPD", "homo_ev": [-12.140, -12.360], "spin_multiplicity": 1, "gap_ev": [7.058, 7.521], "total_charge": 1, "symbols": ["O", "O", "N", "N", "N", "C", "C", "H", "H", "H", "H", "H", "H"], "xyz": [[-2.4290, -0.7920, 0.9958], [0.1761, 0.4364, -1.9882], [0.1405, 1.4643, -1.0841], [0.7016, 0.2295, 0.7725], [0.5542, -0.9536, 0.1313], [0.5356, 1.3892, 0.1622], [-1.7341, -1.6631, 0.8222], [0.7814, 2.2930, 0.8100], [0.0042, 2.3753, -1.4638], [1.3684, 0.1125, 1.5290], [0.5463, -0.3867, -1.7536], [-1.6325, -2.8061, 0.5353], [0.9875, -1.6988, 0.5315]]}

---

Version S
{"formula": "C2H6N3O2", "method": "ωB97M-V/def2-TZVPD", "homo_ev": -13.989, "spin_multiplicity": 1, "gap_ev": 9.747, "smiles": "[NH3+]/C=C/N[N+](=O)[O-]", "total_charge": 1, "symbols": ["O", "O", "N", "N", "N", "C", "C", "H", "H", "H", "H", "H", "H"], "xyz": [[-0.1733, -2.0974, 3.3057], [-1.3450, -0.6218, 4.4034], [-0.7320, -1.0803, 3.4815], [0.5838, 0.0872, -1.2532], [-0.8650, -0.2244, 2.3042], [-0.1525, 0.4213, 0.0067], [-0.4009, -0.4457, 1.0702], [-0.2494, -1.5563, 0.9342], [-0.5833, 1.3969, 0.2588], [0.7349, 0.9051, -1.7636], [-1.4042, 0.5570, 2.5269], [1.5842, -0.3415, -1.2336], [0.0467, -0.5685, -1.8134]]}

---

Most stable = version Q

---

Version P
{"formula": "C5H26NO10", "method": "ωB97M-V/def2-TZVPD", "homo_ev": -6.277, "spin_multiplicity": 1, "gap_ev": 9.114, "total_charge": -1, "symbols": ["O", "O", "O", "O", "O", "O", "O", "O", "O", "O", "N", "C", "C", "C", "C", "C", "H", "H", "H", "H", "H", "H", "H", "H", "H", "H", "H", "H", "H", "H", "H", "H", "H", "H", "H", "H", "H", "H", "H", "H", "H", "H"], "xyz": [[0.1419, -0.8225, -0.8234], [-1.0523, -3.5067, -1.6691], [1.1331, -2.9596, 0.5001], [2.4504, -0.0412, -0.8340], [0.9567, -0.1759, -3.5490], [0.8207, 2.2842, -1.2103], [2.3728, 1.6417, 0.9191], [-0.4448, 3.7004, 0.8937], [3.6177, -1.9879, 0.7641], [1.8609, 0.4695, 3.2711], [-2.4917, -1.7565, -1.0915], [-2.1013, -0.7007, -0.1047], [-3.2087, 0.3942, 0.1071], [-1.7986, -2.9989, -0.8868], [-3.0468, 0.9330, 1.5185], [-0.8916, 0.0839, -0.6467], [1.1528, -0.4092, -0.7447], [0.9811, 3.1289, -0.7636], [3.1333, -0.5621, -1.2778], [1.9234, 1.2909, 3.7639], [-0.1409, 2.8426, 0.5749], [-0.7013, 0.8564, 0.1201], [0.7662, -0.8678, -2.9105], [0.8355, -2.0937, 0.1230], [3.2301, -2.5528, 1.4282], [1.7353, 1.9335, -1.2929], [-1.2379, 0.5236, -1.6021], [-2.3210, -3.4813, -0.0542], [-2.8353, 0.1912, 2.3034], [-1.9749, -1.2894, 0.8071], [-4.2127, 0.0548, -0.1133], [3.1796, -1.1364, 0.5770], [1.5858, 0.4811, -3.2497], [-3.9146, 1.5238, 1.6951], [2.1337, 0.7069, 2.3274], [-2.0552, 1.4648, 1.5758], [-2.1914, -1.4239, -2.0274], [1.4079, 1.5279, 0.8189], [0.3639, 4.1296, 1.1942], [1.2655, -3.3808, -0.3591], [2.5347, 0.7107, 0.4872], [-2.9622, 1.2737, -0.5592]]}

---

Version Q
{"formula": "C5H26NO10", "method": "ωB97M-V/def2-TZVPD", "homo_ev": -5.552, "spin_multiplicity": 1, "gap_ev": 8.545, "total_charge": -1, "symbols": ["O", "O", "O", "O", "O", "O", "O", "O", "O", "O", "N", "C", "C", "C", "C", "C", "H", "H", "H", "H", "H", "H", "H", "H", "H", "H", "H", "H", "H", "H", "H", "H", "H", "H", "H", "H", "H", "H", "H", "H", "H", "H"], "xyz": [[1.7702, -0.3839, -1.2780], [3.2190, 1.7554, -1.3192], [-0.5949, 2.9057, 1.5081], [-2.6317, -1.9705, 0.9525], [1.5242, 1.3987, 3.4207], [0.7444, 0.3356, -3.2055], [1.0116, -2.2401, 2.9158], [2.0750, -2.2660, 0.5125], [1.3625, 1.3934, 0.7758], [-1.8889, 0.4315, 2.9100], [-1.1348, -0.2018, -0.9464], [-0.3251, -2.5347, -1.2975], [-0.3877, -1.1278, -1.8649], [-2.1144, 0.7313, -1.4277], [-1.4151, 2.0190, -1.7255], [0.8871, -0.3870, -2.1687], [2.1891, -1.6954, -0.3668], [-0.7502, 1.9055, -2.5489], [-0.1784, -3.3584, -2.0083], [2.2851, 1.6581, 0.4769], [-1.1552, 3.2071, 0.7423], [2.5436, 2.3934, -1.8070], [1.5868, -2.2157, 2.2149], [2.8583, 0.8663, -1.5679], [-2.7690, 0.8320, -0.5675], [1.1517, 0.5722, 0.3876], [-1.2980, -2.7113, -0.7139], [0.1588, 2.5019, 1.0852], [-2.7897, 0.5028, -2.3537], [-0.9480, -1.3675, -2.8152], [-1.6132, 0.1301, 1.9988], [-0.6703, 0.3036, -0.2647], [-2.1387, 2.8538, -1.9775], [-3.2918, -1.3087, 0.6570], [1.8030, 0.5865, 3.6222], [1.5132, 1.5957, 2.6277], [2.6883, -2.8504, 0.3142], [-1.1677, 0.5360, 3.5519], [-0.7718, 2.3019, -0.7976], [0.4966, -2.6687, -0.6116], [-1.9137, -2.0666, 0.3158], [0.0796, -2.3630, 2.6445]]}

---

Most stable = version P

---

Version P
{"formula": "C6H13NO2", "method": "ωB97M-V/def2-TZVPD", "homo_ev": -9.233, "spin_multiplicity": 1, "gap_ev": 9.917, "smiles": "[H]/N=C(\\C)OC.C=CCO", "symbols": ["O", "O", "N", "C", "C", "C", "C", "C", "C", "H", "H", "H", "H", "H", "H", "H", "H", "H", "H", "H", "H", "H"], "xyz": [[-2.0392, 0.8359, -1.2235], [2.4263, 0.2070, 0.3215], [0.0329, 1.5414, -0.4612], [-0.2264, -1.6115, 1.6139], [2.1366, -0.9964, 1.0222], [-0.6913, 0.7487, -1.1732], [0.8444, -0.8167, 1.7449], [-0.1565, -0.3842, -1.9900], [-2.6455, 1.7732, -0.3265], [-0.2286, -2.4669, 0.9465], [-2.7210, 1.3247, 0.6691], [0.7801, 0.0408, 2.4116], [3.3960, 0.2842, 0.2981], [-3.6543, 1.9824, -0.6916], [-2.1000, 2.7208, -0.2816], [-1.1404, -1.4000, 2.1610], [2.9367, -1.1965, 1.7414], [1.0194, 1.2295, -0.4904], [2.0975, -1.8122, 0.2948], [-0.8800, -0.6812, -2.7547], [0.0444, -1.2416, -1.3449], [0.7688, -0.0815, -2.4872]]}

---

Version Q
{"formula": "C6H13NO2", "method": "ωB97M-V/def2-TZVPD", "homo_ev": -7.954, "spin_multiplicity": 1, "gap_ev": 8.733, "symbols": ["O", "O", "N", "C", "C", "C", "C", "C", "C", "H", "H", "H", "H", "H", "H", "H", "H", "H", "H", "H", "H", "H"], "xyz": [[0.6246, 1.3685, -0.3449], [-0.7701, -1.8596, -0.4488], [0.9791, 1.9313, -1.5552], [1.4177, -0.0323, 1.6710], [0.9078, -0.3284, 0.2793], [-0.4954, -0.6633, 0.1717], [1.8620, -1.1563, -0.5462], [-1.4688, 0.2442, 0.4474], [-2.8944, 0.0873, 0.0161], [-3.3952, -0.7023, 0.5861], [2.8555, -0.7095, -0.5155], [-1.2387, 1.0815, 1.0825], [0.7032, 0.5397, 2.2569], [-1.6570, -1.8227, -0.8246], [1.4186, 2.8311, -1.3664], [1.6439, -0.9643, 2.1928], [0.1537, 2.1403, -2.1148], [-3.4445, 1.0126, 0.1729], [1.5036, -1.2286, -1.5699], [1.9360, -2.1669, -0.1386], [2.3324, 0.5557, 1.5961], [-2.9740, -0.1580, -1.0477]]}

---

Version R
{"formula": "C6H13NO2", "method": "ωB97M-V/def2-TZVPD", "homo_ev": -7.281, "spin_multiplicity": 1, "gap_ev": 7.813, "symbols": ["O", "O", "N", "C", "C", "C", "C", "C", "C", "H", "H", "H", "H", "H", "H", "H", "H", "H", "H", "H", "H", "H"], "xyz": [[-1.6223, 2.5028, -0.0982], [2.1646, -2.0424, -0.3865], [0.8050, -2.1351, -2.1584], [0.5472, 0.4353, -0.6883], [-1.4868, -0.5201, 0.4378], [1.3077, -1.4905, -1.0654], [-0.1270, 0.1271, 0.5188], [0.6851, -0.2752, 1.7193], [-0.4890, 2.1453, 0.6305], [-0.0528, 0.6275, -1.5726], [0.0981, -1.6968, -2.7244], [-1.9985, -0.2920, -0.4979], [1.6255, 0.2760, 1.7774], [1.5013, 0.9495, -0.6255], [1.2246, -3.0095, -2.4632], [-1.3636, 2.7207, -1.0031], [-0.7266, 2.1480, 1.6921], [0.3708, 2.7924, 0.4465], [0.9232, -1.3425, 1.6336], [-1.3852, -1.6047, 0.5219], [0.1153, -0.1413, 2.6426], [-2.1167, -0.1744, 1.2631]]}

---

Version S
{"formula": "C6H13NO2", "method": "ωB97M-V/def2-TZVPD", "homo_ev": -9.554, "spin_multiplicity": 1, "gap_ev": 10.162, "smiles": "CC[C@H](C)[C@H](N)C(=O)O", "symbols": ["O", "O", "N", "C", "C", "C", "C", "C", "C", "H", "H", "H", "H", "H", "H", "H", "H", "H", "H", "H", "H", "H"], "xyz": [[-1.6324, -2.1506, 1.2980], [-0.1886, -2.6547, -0.3270], [-2.4285, 0.2180, 0.0229], [0.3910, 0.4716, 1.3418], [-0.9511, -1.8458, 0.1992], [2.3643, 1.0365, -0.9387], [1.1901, 0.0941, -1.0270], [-0.0119, 0.4732, -0.1383], [-1.2333, -0.4223, -0.4061], [-0.4654, 0.7801, 1.9297], [2.7444, 1.0191, 0.0845], [-2.4232, 0.7813, 0.8574], [-2.1466, -1.2773, 1.4340], [2.0630, 2.0886, -1.0814], [-0.2781, 1.5140, -0.4315], [3.2406, 0.8540, -1.5800], [0.9479, -0.0525, -2.0784], [-3.2947, -0.2994, -0.1062], [0.7478, -0.5029, 1.7063], [1.5195, -0.8964, -0.7526], [-1.2619, -0.4958, -1.5136], [1.1070, 1.2671, 1.5071]]}

---

Most stable = version S

---

Version P
{"formula": "C4H7IN2O", "method": "ωB97M-V/def2-TZVPD", "homo_ev": -9.244, "spin_multiplicity": 1, "gap_ev": 9.596, "smiles": "NNC(=O)C/C=C/I", "symbols": ["I", "O", "N", "N", "C", "C", "C", "C", "H", "H", "H", "H", "H", "H", "H"], "xyz": [[4.2773, -0.1911, -0.0604], [-2.2397, 0.8639, -0.1818], [-1.0481, -1.0698, -0.0165], [-2.0669, -2.1222, -0.1951], [1.3604, 0.6576, 0.3933], [-1.2040, 0.2983, 0.0365], [2.4067, 0.7851, -0.4039], [-0.0026, 1.1918, 0.1191], [-0.1563, 1.8739, 0.8505], [-2.4192, -2.5350, 0.6584], [0.1625, 1.8331, -0.8573], [1.6292, -0.0066, 1.1797], [-2.8396, -1.5819, -0.6208], [-0.1556, -1.3332, 0.3255], [2.2959, 1.3359, -1.2272]]}

---

Version Q
{"formula": "C4H7IN2O", "method": "ωB97M-V/def2-TZVPD", "homo_ev": -7.079, "spin_multiplicity": 1, "gap_ev": 7.502, "symbols": ["I", "O", "N", "N", "C", "C", "C", "C", "H", "H", "H", "H", "H", "H", "H"], "xyz": [[2.8896, 2.3837, -0.8462], [1.5119, 1.1060, 1.2337], [-0.1602, -0.2591, 0.5653], [0.4795, 0.3142, 1.7617], [-0.9878, -1.3077, 0.9898], [1.0600, 1.8499, 0.2063], [0.1485, 0.2866, -0.5658], [-0.2181, 0.0157, -1.9815], [-1.3973, -0.1398, -2.1330], [-0.7404, -1.5576, 2.1192], [-0.2191, 0.9540, 2.1452], [0.1890, 0.7254, -2.6491], [-2.0505, -1.1101, 0.8572], [-0.7906, -2.3262, 0.5714], [0.2857, -0.9348, -2.2740]]}

---

Most stable = version P

---

Version P
{"formula": "C7H13N", "method": "ωB97M-V/def2-TZVPD", "homo_ev": -8.417, "spin_multiplicity": 1, "gap_ev": 9.409, "smiles": "C1CC2(C1)CCNC2", "symbols": ["N", "C", "C", "C", "C", "C", "C", "C", "H", "H", "H", "H", "H", "H", "H", "H", "H", "H", "H", "H", "H"], "xyz": [[1.9185, -0.9864, 0.1505], [-1.1177, 0.6085, -0.9235], [0.3878, -1.2158, -0.2651], [-1.2642, -0.1690, 1.0304], [2.1361, 0.3096, -0.3358], [-2.1865, -0.3103, -0.1390], [-0.1510, 0.2220, 0.0409], [0.9187, 1.2043, 0.4323], [2.2281, -1.1923, 0.9777], [-1.3753, 1.6741, -1.0419], [1.9773, 0.6150, -1.3178], [-1.5881, 0.8529, 1.6852], [0.6267, -1.2134, -1.3468], [0.6095, 2.0964, -0.2471], [-0.9571, -0.8865, 1.7770], [-2.2143, -1.4296, -0.4746], [-0.9528, -0.2756, -1.7119], [3.0870, 0.6810, 0.1600], [-3.4179, -0.1625, 0.0325], [1.1900, 1.8044, 1.3817], [0.1453, -2.2269, 0.1352]]}

---

Version Q
{"formula": "C7H13N", "method": "ωB97M-V/def2-TZVPD", "homo_ev": -8.109, "spin_multiplicity": 1, "gap_ev": 9.050, "symbols": ["N", "C", "C", "C", "C", "C", "C", "C", "H", "H", "H", "H", "H", "H", "H", "H", "H", "H", "H", "H", "H"], "xyz": [[-1.6933, 0.2559, -0.0081], [1.3308, -1.0093, 0.3514], [-0.8612, 0.8893, 1.0073], [-0.9817, 0.3432, 2.3987], [1.3639, 1.1866, -0.9414], [0.5568, 0.1417, -0.2208], [-1.0401, -0.9883, -2.0403], [-0.8091, -0.2065, -0.7989], [-0.9128, -2.0477, -1.8132], [2.0210, 1.6974, -0.2386], [-0.1937, -0.3708, 2.6331], [0.7163, 1.9250, -1.4108], [-0.8356, 1.9687, 0.9219], [0.7308, -1.5578, 1.0756], [-0.9303, 1.1409, 3.1359], [-0.3096, -0.7280, -2.8042], [-1.9371, -0.1730, 2.4928], [-2.0471, -0.8274, -2.4150], [2.2430, -0.6660, 0.8361], [1.9898, 0.7295, -1.7130], [1.5993, -1.7034, -0.4485]]}

---

Most stable = version Q